The following is a quantum chemistry calculation of a single C5H15NSi molecule, from the Open Molecules 2025 dataset.

Orbital gap (alpha / beta)   4.503 / 8.393 eV
Total charge   0
LUMO energy (alpha / beta)   0.02790 / -0.06181 Ha
ΔE to the lowest compared entry with this formula, charge and spin   255.5 kJ/mol
Spin multiplicity   3
Strongest force on any atom   3.51 eV Å⁻¹

```
22
Properties=species:S:1:pos:R:3:mulliken_charge:R:1
C -0.77381 0.45816 1.57911 -1.470
C -0.10857 2.01190 -0.23894 -1.796
C -1.58797 0.02710 -0.72322 -1.561
C 0.24835 -2.02153 0.41477 -1.980
C -0.38323 0.52276 -0.01970 1.154
N 0.76307 -0.32997 -0.07849 0.021
Si 2.16928 -0.55656 -1.10733 0.316
H -0.16040 1.14387 2.18771 0.394
H -1.77946 0.76772 1.67068 0.411
H -0.61616 -0.47346 1.99510 0.463
H 0.04920 2.25859 -1.21872 0.438
H 0.75768 2.11940 0.37381 0.483
H -0.93706 2.57497 0.16978 0.445
H -2.27203 0.83377 -0.75361 0.500
H -1.51087 -0.30841 -1.80402 0.305
H -2.15171 -0.71166 -0.29579 0.462
H -0.71282 -1.81024 0.72039 0.730
H 0.54816 -2.55959 -0.39889 0.588
H 0.76221 -2.08930 1.32407 0.414
H 2.52341 0.74706 -1.34964 -0.169
H 3.18623 -1.17505 -0.21353 -0.062
H 1.98651 -1.42955 -2.23352 -0.086
```